The following is a quantum chemistry calculation of C19H19BrN3O2STc as an isolated structure, from OMol25.

orbital gap (alpha / beta): 5.898 / 6.394 eV
ΔE to the lowest compared entry with this formula, charge and spin: 12.59 kcal/mol
maximum force: 0.0569 Eh/bohr
E_HOMO (alpha / beta): -18.9 / -18.8 eV
2S+1: 2
LUMO (alpha / beta): -13.1 / -12.4 eV
charge: +3
expectation value of S²: 0.9084

Geometry (Å):
Tc 0.25717 0.08171 -0.19340
Br 2.54925 -0.53653 -2.42889
S -0.05604 -2.29378 -0.13132
O -3.44005 0.80891 -1.61462
O -1.59811 0.55964 -0.35411
N -1.68868 -1.55267 1.83691
N -2.08317 -3.66088 0.93285
N -0.08655 0.10664 -2.25610
C -1.38852 -2.50091 0.97317
C -2.72716 -1.73667 2.65531
C 0.49297 1.29529 1.88006
C 2.82228 1.29595 0.28894
C 0.86347 -0.11078 -3.16519
C -2.27655 0.61767 -1.51744
C -1.33727 0.38374 -2.67383
C 0.62533 -0.04995 -4.52282
C 0.70046 2.28745 0.89300
C 1.40367 0.21485 1.92034
C -3.14942 -3.86471 1.73197
C -0.59532 1.43272 2.88802
C 1.87661 2.32501 0.11168
C 2.15350 3.44839 -0.81930
C -3.51297 -2.88731 2.62303
C 2.62920 0.25037 1.19995
C 3.68471 -0.76495 1.43864
C -1.67504 0.44710 -4.00250
C -0.66856 0.23170 -4.94566
H 4.22269 -0.49297 2.35487
H 1.28226 -0.54233 2.68681
H 4.41939 -0.79626 0.63688
H 2.56044 3.10081 -1.77011
H -0.00235 3.11122 0.82756
H -4.36322 -3.01876 3.27629
H -2.93249 -0.94054 3.36123
H 3.75640 1.34715 -0.25974
H -0.24126 2.10570 3.67508
H 3.27940 -1.76202 1.61346
H 1.42884 -0.21461 -5.22770
H -1.79797 -4.39304 0.28891
H -0.89601 0.27957 -6.00296
H -0.83891 0.48321 3.35740
H 2.93348 4.07810 -0.37574
H -3.68307 -4.80086 1.63091
H -2.69531 0.66282 -4.29163
H -1.49056 1.88861 2.46471
H 1.28311 4.07618 -0.99489